The following is a quantum chemistry calculation of C11H12N2PYb as an isolated structure in a non-equilibrium geometry, from the OMol25 dataset.

Structure (ORCA input):
```
! wB97M-V def2-TZVPD RIJCOSX def2/J DEFGRID3
* xyz 0 2
C 0.516 3.326 -1.495
C 1.100 2.430 -2.433
C 0.056 1.757 -3.122
C -1.174 2.236 -2.601
C -0.880 3.206 -1.584
Yb -0.240 1.075 0.066
P 0.633 1.611 2.516
H 1.067 4.037 -0.864
H 2.157 2.316 -2.621
H 0.173 0.986 -3.852
H -1.618 3.807 -1.064
H -2.162 1.946 -2.923
H -0.325 2.359 3.291
H 1.853 2.245 2.915
H 0.686 0.389 3.281
N -3.137 -4.474 1.885
C -2.179 -3.892 1.547
C -1.000 -3.177 1.133
C 0.265 -3.770 1.055
C 1.388 -3.063 0.636
C 1.223 -1.727 0.312
N 0.004 -1.149 0.437
C -1.113 -1.821 0.805
H 0.338 -4.831 1.322
H 2.373 -3.510 0.566
H 2.054 -1.064 -0.045
H -2.058 -1.250 0.837
*
```

The LUMO energy (alpha / beta) is -0.82 / -0.83 eV. The energy above the lowest of the compared OMol25 structures with the same formula, charge and spin comes out at 0.0 kcal per mole. The calculation puts the frontier orbital gap (alpha / beta) at 4.1 / 7.2 eV.

***

The following is a quantum chemistry calculation of an isolated ion of composition C3H9N2S and charge -1 in a non-equilibrium geometry, from the OMol25 dataset.

Structure (ORCA input):
```
! wB97M-V def2-TZVPD RIJCOSX def2/J DEFGRID3
* xyz -1 1
N 0.408 0.217 1.871
C 1.281 0.731 0.819
N 1.019 0.358 -0.553
C -0.377 0.292 -1.039
C -1.153 -1.003 -0.707
S -2.792 -1.056 -1.498
H -0.468 0.698 1.696
H 0.191 -0.775 1.800
H 2.340 0.468 0.961
H 1.254 1.813 0.967
H 1.478 -0.511 -0.794
H -0.950 1.139 -0.633
H -0.399 0.488 -2.109
H -0.542 -1.800 -1.153
H -1.291 -1.058 0.371
*
```

The LUMO energy is 3.88 eV. The energy above the lowest of the compared OMol25 structures with the same formula, charge and spin comes out at 15.7 kcal per mole. The calculation puts the frontier orbital gap at 6.3 eV.

***

Repeat the first record exactly.
The following is a quantum chemistry calculation of C11H12N2PYb as an isolated structure in a non-equilibrium geometry, from the OMol25 dataset.

Structure (ORCA input):
```
! wB97M-V def2-TZVPD RIJCOSX def2/J DEFGRID3
* xyz 0 2
C 0.516 3.326 -1.495
C 1.100 2.430 -2.433
C 0.056 1.757 -3.122
C -1.174 2.236 -2.601
C -0.880 3.206 -1.584
Yb -0.240 1.075 0.066
P 0.633 1.611 2.516
H 1.067 4.037 -0.864
H 2.157 2.316 -2.621
H 0.173 0.986 -3.852
H -1.618 3.807 -1.064
H -2.162 1.946 -2.923
H -0.325 2.359 3.291
H 1.853 2.245 2.915
H 0.686 0.389 3.281
N -3.137 -4.474 1.885
C -2.179 -3.892 1.547
C -1.000 -3.177 1.133
C 0.265 -3.770 1.055
C 1.388 -3.063 0.636
C 1.223 -1.727 0.312
N 0.004 -1.149 0.437
C -1.113 -1.821 0.805
H 0.338 -4.831 1.322
H 2.373 -3.510 0.566
H 2.054 -1.064 -0.045
H -2.058 -1.250 0.837
*
```

The LUMO energy (alpha / beta) is -0.82 / -0.83 eV. The energy above the lowest of the compared OMol25 structures with the same formula, charge and spin comes out at 0.0 kcal per mole. The calculation puts the frontier orbital gap (alpha / beta) at 4.1 / 7.2 eV.

***

> Which of these has the highest energy above the lowest of the compared OMol25 structures with the same formula, charge and spin?

C3H9N2S

***

> energy above the lowest of the compared OMol25 structures with the same formula, charge and spin of number 1 (C11H12N2PYb)?

0.0 kcal per mole

***

> Which formula does entry 1 have?

C11H12N2PYb